Run i
A gas-phase ion, CHN2OS (charge -1). Source: the OMol25 dataset; level of theory: ωB97M-V/def2-TZVPD.

CARTESIAN COORDINATES (ANGSTROEM)
1 C -0.9936 -0.2689 -0.1160
2 N 1.2893 -0.1020 0.2051
3 N 0.4378 0.3840 -0.5420
4 O -1.1782 -1.4422 -0.0264
5 S -1.7140 1.1488 0.1392
6 H 2.1587 0.2803 0.3401

- HOMO-LUMO gap: 0.270 hartree
- Highest occupied orbital energy: -3.34 eV
- Charge: -1
- LUMO energy: 0.1470 Eh
- SMILES: [H]/N=N/C([O-])=S

---

Run ii
2 unconnected molecules or ions with the total composition CHN2OS. Source: the OMol25 dataset; level of theory: ωB97M-V/def2-TZVPD.

CARTESIAN COORDINATES (ANGSTROEM)
1 C 0.8083 -0.8734 -0.0102
2 N 0.8657 -2.0438 -0.1777
3 N 0.7712 0.2610 0.6027
4 O 1.3527 1.2933 0.3791
5 S -2.3219 1.0549 -0.1677
6 H -1.4760 0.3080 -0.6262

- HOMO-LUMO gap (spin up / spin down): 0.169 / 0.278 hartree
- Highest occupied orbital energy (spin up / spin down): -2.96 / -4.30 eV
- Charge: -1
- LUMO energy (spin up / spin down): 0.0601 / 0.1200 Eh

---

Tell me which of them is the least stable. Sure, it is run ii.

---

Run i
2 unconnected molecules or ions with the total composition C2H6NOS. Source: the OMol25 dataset; level of theory: ωB97M-V/def2-TZVPD.

CARTESIAN COORDINATES (ANGSTROEM)
1 C 2.1331 0.2500 -0.5346
2 S 1.6472 -1.4881 -0.3781
3 H 1.3080 0.8455 -0.9503
4 H 2.9965 0.4299 -1.1731
5 H 2.3813 0.7256 0.4228
6 C -2.3476 -0.2957 0.4774
7 N -1.0933 0.1305 0.1477
8 O -3.1017 0.2644 1.2461
9 H -2.6706 -1.1957 -0.0811
10 H -0.3622 -0.6201 0.1097
11 H -0.8907 0.9536 0.7135

- HOMO-LUMO gap: 0.249 hartree
- Highest occupied orbital energy: -2.74 eV
- Charge: -1
- LUMO energy: 0.1480 Eh

---

Run ii
2 unconnected molecules or ions with the total composition C2H6NOS. Source: the OMol25 dataset; level of theory: ωB97M-V/def2-TZVPD.

CARTESIAN COORDINATES (ANGSTROEM)
1 S -0.0921 -1.6747 -1.0695
2 H 0.1171 -2.7822 -1.7578
3 O -0.2266 0.3120 2.3584
4 C 0.0866 0.2108 1.1427
5 C -0.4115 1.0734 -0.0343
6 N 0.6468 1.8869 -0.6927
7 H 0.9420 -0.4743 0.8035
8 H -0.8875 0.3942 -0.7788
9 H -1.1322 1.8372 0.3195
10 H 1.0333 1.5307 -1.5310
11 H 0.6358 2.8791 -0.6115

- HOMO-LUMO gap: 0.264 hartree
- Highest occupied orbital energy: -3.05 eV
- Charge: -1
- LUMO energy: 0.1520 Eh

---

Tell me which of them is the least stable. Sure, it is run ii.

---

Run i
2 unconnected molecules or ions with the total composition C2H7NO4. Source: the OMol25 dataset; level of theory: ωB97M-V/def2-TZVPD.

CARTESIAN COORDINATES (ANGSTROEM)
1 C -0.7040 -1.1595 -1.3340
2 N -1.5310 0.9753 -0.6024
3 O -0.3389 0.1951 -1.0919
4 H -1.2174 1.3497 0.2982
5 H -1.4740 1.7731 -1.2385
6 H -0.2168 -1.4883 -2.2558
7 H -1.7830 -1.3112 -1.4389
8 H -0.3340 -1.7773 -0.5099
9 C 1.0342 0.5656 1.3459
10 O 2.1151 -0.1280 0.9656
11 O 0.3560 -0.1813 2.2177
12 O 0.8942 1.7657 1.1754
13 H 2.6271 0.5311 0.4532
14 H 0.5725 -1.1098 2.0155

- HOMO-LUMO gap: 0.394 hartree
- Highest occupied orbital energy: -10.20 eV
- LUMO energy: 0.0190 Eh
- SMILES: O=C(O)O.CON

---

Run ii
2 unconnected molecules or ions with the total composition C2H7NO4. Source: the OMol25 dataset; level of theory: ωB97M-V/def2-TZVPD.

CARTESIAN COORDINATES (ANGSTROEM)
1 C 0.0707 -0.2972 -1.2787
2 C 0.8829 -1.0319 -0.2069
3 O -1.2689 -0.6998 -1.3250
4 O 2.0710 -0.3001 0.0067
5 H -1.6433 -0.6264 -0.4356
6 H 2.6519 -0.8033 0.5873
7 H 0.1612 0.7829 -1.0815
8 H 0.4876 -0.4909 -2.2685
9 H 1.0982 -2.0568 -0.5331
10 H 0.2889 -1.0828 0.7203
11 N -1.1995 1.6523 1.4597
12 O -1.5306 0.4985 1.3810
13 O -0.9810 2.2953 2.4425
14 H -1.0891 2.1602 0.5318

- HOMO-LUMO gap: 0.375 hartree
- Highest occupied orbital energy: -10.41 eV
- LUMO energy: -0.0072 Eh
- SMILES: O=[NH+][O-].OCCO

---

Run iii
3 unconnected molecules or ions with the total composition C2H7NO4. Source: the OMol25 dataset; level of theory: ωB97M-V/def2-TZVPD.

CARTESIAN COORDINATES (ANGSTROEM)
1 O 1.8399 1.6859 1.7384
2 C 1.0750 0.8916 2.2056
3 N -0.2352 0.7409 1.7533
4 C -1.1120 0.0118 2.5346
5 O -0.9379 -0.4494 3.6312
6 H 1.3281 0.1212 2.9410
7 H -0.6307 1.4076 1.1089
8 H -2.0751 -0.1297 2.0266
9 H 0.1771 -1.5689 -4.1615
10 H 0.8415 -2.7344 -3.5084
11 O 1.0299 -1.8482 -3.8137
12 H -0.8922 0.3812 -5.5437
13 H -2.0925 -0.1363 -4.7630
14 O -1.2707 -0.4193 -5.1950

- HOMO-LUMO gap: 0.396 hartree
- Highest occupied orbital energy: -10.35 eV
- LUMO energy: 0.0152 Eh
- SMILES: O=CNC=O.O.O

---

Tell me which of them is the least stable. Sure, it is run ii.

---

Run i
2 unconnected molecules or ions with the total composition C4H6FNO2. Source: the OMol25 dataset; level of theory: ωB97M-V/def2-TZVPD.

CARTESIAN COORDINATES (ANGSTROEM)
1 C 0.0558 -0.7993 1.0401
2 C 1.4779 1.8245 0.4950
3 C -1.2323 -0.5525 -0.9903
4 C 0.0177 -0.4326 -0.2312
5 N -0.3323 -1.1059 2.1595
6 O 1.0556 1.6123 1.5877
7 O -1.1319 -1.6823 -1.8086
8 F 1.0586 -0.2848 -1.0066
9 H 0.8635 2.3852 -0.2982
10 H 2.6091 1.5597 0.3519
11 H -2.1700 -0.6752 -0.3852
12 H -1.2395 0.3541 -1.7855
13 H -0.8520 -0.3107 2.7316
14 H -0.1802 -1.8926 -1.8602

- HOMO-LUMO gap: 0.341 hartree
- Highest occupied orbital energy: -8.86 eV
- LUMO energy: 0.0155 Eh
- SMILES: N=C=C(F)CO.C=O

---

Run ii
A single C4H6FNO2 molecule. Source: the OMol25 dataset; level of theory: ωB97M-V/def2-TZVPD.

CARTESIAN COORDINATES (ANGSTROEM)
1 C 0.7092 1.0363 0.1003
2 C -1.4753 -0.2306 0.2274
3 C -0.0389 -0.2599 -0.0694
4 C 0.9042 -1.5841 0.3986
5 N 0.1269 1.9033 -0.7944
6 O 1.5062 1.3855 0.9089
7 O -1.0205 -0.3793 -1.0766
8 F 1.7894 -2.0529 -0.5643
9 H -1.7550 -1.1361 0.6084
10 H -1.8896 0.7089 0.4795
11 H 0.0945 -2.4643 0.5554
12 H 1.4137 -1.4672 1.3732
13 H -0.5759 1.6578 -1.4624
14 H 0.2110 2.8825 -0.6848

- HOMO-LUMO gap: 0.402 hartree
- Highest occupied orbital energy: -10.18 eV
- LUMO energy: 0.0285 Eh
- SMILES: NC(=O)[C@@]1(CF)CO1

---

Tell me which of them is the least stable. Sure, it is run i.

---

Run i
A single C8H10N4 molecule. Source: the OMol25 dataset; level of theory: ωB97M-V/def2-TZVPD.

CARTESIAN COORDINATES (ANGSTROEM)
1 C -3.7069 -0.6331 -0.1692
2 C -2.5123 0.2466 0.3594
3 C 0.0342 0.3812 -0.1883
4 C 1.2498 2.2470 -0.0520
5 C 2.5479 1.7240 -0.1924
6 C 2.5150 0.2198 -0.0129
7 C 2.3656 -2.0700 0.0628
8 C 1.1397 -0.3476 -0.0454
9 H -3.7089 -1.7580 0.2145
10 H -4.7557 -0.0633 -0.1012
11 H -3.6368 -0.6517 -1.3754
12 H -2.6567 1.2173 -0.2164
13 H -2.6157 0.4838 1.4298
14 H -1.0205 -1.4460 -0.1991
15 H 1.3199 3.2820 0.2109
16 H 3.3169 2.4576 -0.0512
17 H 4.3102 -0.8343 0.3587
18 H 2.6888 -3.0166 0.0161
19 N -1.1425 -0.3699 -0.1486
20 N 0.0162 1.6883 0.0942
21 N 3.1936 -0.9892 -0.0445
22 N 1.0584 -1.7677 0.0502

- HOMO-LUMO gap: 0.306 hartree
- Highest occupied orbital energy: -7.77 eV
- LUMO energy: 0.0207 Eh
- SMILES: CCNc1nccc2[nH]cnc12

---

Run ii
A single C8H10N4 molecule. Source: the OMol25 dataset; level of theory: ωB97M-V/def2-TZVPD.

CARTESIAN COORDINATES (ANGSTROEM)
1 C 2.7771 -0.3030 0.3098
2 C 2.1019 0.8159 -0.1522
3 C 2.1466 -1.5458 0.3222
4 C 0.8438 0.6720 -0.5964
5 C 0.8131 -1.6741 -0.0531
6 C 0.1358 -0.5311 -0.5224
7 C -1.9029 0.0524 -1.7414
8 C -1.1888 0.7069 1.8724
9 N -2.9169 0.9751 -1.0974
10 N -2.7635 0.9832 0.0899
11 N -1.1881 -0.7244 -0.8625
12 N -2.1150 0.2666 0.8661
13 H 3.7925 -0.3381 0.8339
14 H 2.6581 1.8573 -0.0121
15 H 2.7583 -2.5360 0.4775
16 H 0.1593 1.4963 -0.7644
17 H 0.2760 -2.5800 -0.3776
18 H -2.4304 -0.5060 -2.3760
19 H -1.2728 0.6244 -2.3938
20 H -0.1372 0.4181 1.4446
21 H -1.2243 1.8608 1.9364
22 H -1.3226 0.0096 2.7964

- HOMO-LUMO gap: 0.278 hartree
- Highest occupied orbital energy: -8.19 eV
- LUMO energy: -0.0230 Eh

---

Run iii
A single C8H10N4 molecule. Source: the OMol25 dataset; level of theory: ωB97M-V/def2-TZVPD.

CARTESIAN COORDINATES (ANGSTROEM)
1 C 1.9547 -0.7616 2.6895
2 C 1.0421 -0.3502 1.5443
3 C 0.7269 0.8385 -0.3403
4 C -0.0429 1.7697 -2.1154
5 C -1.2035 -0.0549 -1.2760
6 C -0.2964 -0.2032 -0.1858
7 C -0.0934 -0.9712 1.0442
8 C -1.0023 -1.9640 1.6945
9 H 1.6694 -1.7083 3.1408
10 H 2.1012 0.0869 3.3520
11 H 3.0290 -0.8851 2.3319
12 H 2.1627 1.4373 1.1621
13 H 0.0703 2.4188 -3.0623
14 H -2.5283 -1.2839 -0.5854
15 H -3.0171 -0.6345 -2.0424
16 H -1.0422 -2.7786 0.9473
17 H -1.9579 -1.5123 1.8323
18 H -0.5653 -2.3753 2.6700
19 N 1.4809 0.6936 0.8021
20 N 0.8392 1.8939 -1.1138
21 N -1.0930 0.9143 -2.1962
22 N -2.1463 -1.0137 -1.5031

- HOMO-LUMO gap: 0.311 hartree
- Highest occupied orbital energy: -7.71 eV
- LUMO energy: 0.0275 Eh
- SMILES: Cc1[nH]c2ncnc(N)c2c1C

---

Tell me which of them is the least stable. Sure, it is run ii.

---

Run i
2 unconnected molecules or ions with the total composition C3H10S. Source: the OMol25 dataset; level of theory: ωB97M-V/def2-TZVPD.

CARTESIAN COORDINATES (ANGSTROEM)
1 S -0.5854 0.4659 6.1717
2 H -0.3249 1.2664 5.1586
3 H -0.9731 1.4081 6.9827
4 C 0.1590 -1.2659 -2.5948
5 C 0.6554 -0.0425 -1.7688
6 C -0.2686 0.5166 -0.7248
7 H 0.7342 -1.3010 -3.5268
8 H -0.9131 -1.1860 -2.6127
9 H 0.4583 -2.2439 -2.2612
10 H 1.1903 0.7835 -2.4119
11 H 1.5149 -0.4538 -1.2113
12 H 0.3034 1.2725 -0.1488
13 H -1.2903 0.9991 -1.0162
14 H -0.6600 -0.2189 -0.0357

- Expectation value of S²: 0.75
- HOMO-LUMO gap (spin up / spin down): 0.077 / 0.326 hartree
- Highest occupied orbital energy (spin up / spin down): 1.24 / -5.61 eV
- Charge: -1
- Spin multiplicity: 2
- LUMO energy (spin up / spin down): 0.1224 / 0.1201 Eh

---

Run ii
2 unconnected molecules or ions with the total composition C3H10S. Source: the OMol25 dataset; level of theory: ωB97M-V/def2-TZVPD.

CARTESIAN COORDINATES (ANGSTROEM)
1 S 0.0887 -1.4633 -2.8755
2 H -0.6917 -1.7078 -1.7821
3 H -0.8355 -2.0525 -3.6971
4 C 0.8288 1.3420 0.1581
5 C 0.5893 0.1054 1.0150
6 C -0.9032 -0.1546 1.2563
7 H 0.3798 1.2528 -0.8413
8 H 1.8774 1.5575 -0.0233
9 H 0.2914 2.2537 0.4412
10 H 1.0748 0.2888 1.9753
11 H 1.0841 -0.7642 0.5802
12 H -1.0660 -1.1927 1.5455
13 H -1.2432 0.6377 1.9228
14 H -1.4748 -0.1028 0.3249

- Expectation value of S²: 0.75
- HOMO-LUMO gap (spin up / spin down): 0.101 / 0.327 hartree
- Highest occupied orbital energy (spin up / spin down): 1.03 / -5.24 eV
- Charge: -1
- Spin multiplicity: 2
- LUMO energy (spin up / spin down): 0.1394 / 0.1344 Eh

---

Tell me which of them is the least stable. Sure, it is run i.